(1)
ORCA calculation (wB97M-V/def2-TZVPD) on C46H35AuCl3N2O6P2S as an isolated structure.

Output
HOMO energy	-10.53	eV
orbital gap	0.177	hartree

Geometry as ORCA input:
```
! RIJCOSX wB97M-V def2-TZVPD def2/J DEFGRID3
* xyz 1 1
Au 0.10 -1.40 0.27
O -5.18 0.06 -4.07
C -4.16 -0.32 -3.60
C -3.07 0.56 -2.93
O -3.11 1.74 -2.79
C -1.97 -0.38 -2.37
C -2.45 -1.83 -2.57
O -2.01 -2.80 -2.02
C -3.72 -1.81 -3.46
O -4.21 -2.74 -4.00
O -0.97 -0.01 -1.85
C -1.44 -1.64 3.34
P -1.69 -2.00 1.55
C -3.29 -1.25 1.16
C -4.48 -1.74 1.69
C -5.68 -1.10 1.42
C -5.70 0.04 0.63
C -4.51 0.57 0.14
C -3.31 -0.08 0.40
C -1.83 -3.82 1.51
C -2.94 -4.53 1.06
C -2.92 -5.92 1.07
C -1.80 -6.60 1.51
C -0.68 -5.89 1.92
C -0.69 -4.51 1.91
P -0.08 -0.39 3.55
C -0.83 1.04 2.66
C -2.10 1.52 2.96
C -2.59 2.66 2.34
C -1.79 3.35 1.43
C -0.53 2.88 1.12
C -0.05 1.72 1.73
C -0.37 0.14 5.29
C -0.79 -0.77 6.26
C -1.01 -0.35 7.56
C -0.80 0.97 7.92
C -0.35 1.88 6.96
C -0.13 1.46 5.66
H -1.12 -2.57 3.81
H -2.37 -1.31 3.80
H -4.47 -2.62 2.33
H -6.60 -1.50 1.83
H -6.64 0.52 0.41
H -4.52 1.48 -0.44
H -2.38 0.35 0.05
H -3.82 -4.01 0.70
H -3.79 -6.47 0.72
H -1.79 -7.68 1.51
H 0.21 -6.42 2.24
H 0.20 -3.96 2.22
H -2.72 1.01 3.70
H -3.58 3.02 2.58
H -2.16 4.26 0.97
H 0.10 3.43 0.43
H 0.95 1.36 1.51
H -0.94 -1.81 6.01
H -1.35 -1.06 8.30
H -0.97 1.30 8.94
H -0.17 2.91 7.24
H 0.21 2.18 4.92
Cl 1.07 5.61 0.41
C 1.99 4.52 -0.57
C 1.35 3.75 -1.52
C 2.11 2.88 -2.29
C 3.49 2.77 -2.14
C 4.23 1.77 -3.00
C 4.73 0.56 -2.20
N 3.62 -0.33 -1.86
C 3.24 -1.45 -2.56
C 2.14 -1.94 -1.93
N 1.86 -1.13 -0.85
C 2.76 -0.17 -0.85
O 5.34 2.32 -3.67
C 5.21 2.41 -5.09
C 4.89 1.09 -5.73
C 5.71 0.00 -5.69
Cl 7.28 -0.08 -5.01
S 5.01 -1.38 -6.43
C 3.58 -0.51 -6.80
C 3.65 0.77 -6.37
C 4.10 3.58 -1.18
Cl 5.81 3.53 -0.90
C 3.36 4.45 -0.39
H 0.28 3.83 -1.68
H 1.61 2.27 -3.03
H 3.50 1.39 -3.73
H 5.23 0.87 -1.29
H 5.44 0.02 -2.82
H 3.78 -1.79 -3.43
H 1.55 -2.81 -2.16
H 2.82 0.64 -0.13
H 6.18 2.78 -5.43
H 4.44 3.14 -5.35
H 2.78 -1.00 -7.32
H 2.86 1.50 -6.52
H 3.85 5.06 0.35
*
```



(2)
ORCA calculation (wB97M-V/def2-TZVPD) on a 11-piece molecular cluster, C21H44O21 overall.

Output
HOMO energy	-9.74	eV
SMILES	O=C1OCCO1.O=C1OCCO1.O=C1OCCO1.O=C1OCCO1.O=C1OCCO1.CCO.CCO.CCO.O.O.O
orbital gap	0.349	hartree

Geometry as ORCA input:
```
! RIJCOSX wB97M-V def2-TZVPD def2/J DEFGRID3
* xyz 0 1
O -5.50 -0.81 -1.18
C -4.58 -1.55 -1.06
O -4.62 -2.75 -0.49
C -3.36 -3.38 -0.53
C -2.40 -2.22 -0.93
O -3.30 -1.24 -1.47
H -3.04 -3.71 0.45
H -3.32 -4.17 -1.28
H -1.74 -2.52 -1.74
H -2.00 -1.81 -0.01
O 2.43 5.98 -0.01
C 1.36 5.64 -0.40
O 0.20 5.74 0.30
C -0.90 5.37 -0.51
C -0.25 4.83 -1.78
O 1.14 5.06 -1.61
H -1.52 4.61 -0.02
H -1.52 6.24 -0.69
H -0.64 5.30 -2.68
H -0.44 3.76 -1.89
O -2.82 1.87 1.88
C -3.69 1.12 2.19
O -4.95 1.49 2.40
C -5.80 0.34 2.54
C -4.75 -0.76 2.84
O -3.56 -0.23 2.28
H -6.47 0.54 3.36
H -6.31 0.02 1.63
H -4.89 -1.70 2.29
H -4.69 -1.07 3.89
O 3.07 -1.43 -3.35
C 2.66 -2.07 -4.26
O 1.36 -2.06 -4.67
C 1.20 -3.11 -5.64
C 2.61 -3.38 -6.11
O 3.41 -2.85 -5.04
H 0.79 -3.99 -5.14
H 0.56 -2.68 -6.41
H 2.85 -2.85 -7.03
H 2.82 -4.44 -6.20
O 0.12 1.55 1.44
C 0.28 0.90 0.46
O 0.61 -0.40 0.47
C 0.90 -0.78 -0.88
C -0.02 0.15 -1.62
O -0.11 1.30 -0.78
H 1.96 -0.65 -1.11
H 0.70 -1.83 -1.13
H -0.98 -0.30 -1.85
H 0.42 0.28 -2.61
C -0.51 -0.73 4.10
C -1.05 0.26 5.15
O 0.00 0.65 6.00
H 0.19 -0.18 3.47
H -1.31 -1.05 3.44
H 0.10 -1.49 4.59
H -1.90 -0.18 5.68
H -1.41 1.12 4.57
H -0.30 1.41 6.52
C 1.99 2.02 -4.72
C 2.28 2.24 -3.25
O 3.43 3.05 -3.09
H 0.96 1.72 -4.93
H 2.70 1.29 -5.11
H 2.16 2.91 -5.34
H 2.54 1.28 -2.81
H 1.46 2.62 -2.64
H 3.24 3.97 -3.30
C 2.63 -2.91 2.47
C 2.96 -2.40 3.87
O 3.83 -1.26 3.82
H 3.38 -3.64 2.12
H 2.62 -2.15 1.70
H 1.68 -3.45 2.50
H 3.27 -3.18 4.56
H 2.05 -1.94 4.25
H 4.70 -1.46 4.18
O -0.83 3.69 3.38
H -1.13 2.98 2.80
H 0.11 3.51 3.52
O 2.29 -3.87 -0.60
H 1.72 -4.49 -0.14
H 3.19 -4.17 -0.40
O 3.46 1.00 2.18
H 3.64 0.19 2.70
H 2.57 1.27 2.44
*
```



(3)
ORCA calculation (wB97M-V/def2-TZVPD) on a 7-piece molecular cluster, H14O7 overall.

Output
HOMO energy	-10.24	eV
SMILES	O.O.O.O.O.O.O
orbital gap	0.369	hartree

Geometry as ORCA input:
```
! RIJCOSX wB97M-V def2-TZVPD def2/J DEFGRID3
* xyz 0 1
O 1.16 -0.01 -0.08
H 0.59 -0.76 -0.05
H 1.36 0.23 0.79
O 1.71 1.91 -2.09
H 1.53 1.18 -1.52
H 1.04 2.53 -1.93
O -1.24 -1.50 -1.00
H -1.60 -0.84 -0.47
H -1.86 -2.20 -0.95
O -0.65 2.04 0.46
H 0.08 1.48 0.21
H -1.46 1.56 0.42
O -0.87 -2.91 1.95
H 0.05 -2.89 1.92
H -1.17 -1.99 1.95
O -1.33 0.78 -2.72
H -1.37 -0.02 -2.19
H -1.38 0.61 -3.62
O 1.60 0.39 2.68
H 2.42 0.72 2.96
H 1.40 -0.31 3.29
*
```



Number 1: maximum force 0.6 eV/A. Number 2: maximum force 2.1 eV/A. Number 3: maximum force 3.2 eV/A.